DFT (ωB97M-V/def2-TZVPD) results for 4 unconnected molecules or ions with the total composition C24H54ClN3 at a distorted geometry.

Bonds (Å) are listed after each position.
CARTESIAN COORDINATES (ANGSTROEM)
1 H -12.267 -21.585 19.909  C70 1.091
2 H -2.721 -16.944 16.681  C74 1.093
3 C -5.965 -15.843 20.367  C16 1.550, H33 1.088, H48 1.086, N56 1.512
4 H -13.030 -19.575 22.408  C76 1.090
5 H 0.548 -20.185 23.029  C67 1.092
6 H -10.693 -21.338 23.723  C34 1.092
7 H 1.688 -16.555 22.739  C32 1.085
8 H -6.748 -18.140 20.040  C78 1.082
9 H 3.552 -17.694 23.283  C80 1.087
10 C 2.388 -19.227 22.273  H22 1.089, H39 1.088, C67 1.532, C80 1.522
11 C -4.459 -17.169 21.562  H51 1.087, C55 1.523, N56 1.495, H68 1.090
12 H -4.856 -15.181 17.935  C72 1.097
13 C -12.764 -21.993 22.445  N24 1.513, H66 1.088, H71 1.094, C79 1.519
14 H -5.515 -16.503 23.378  C55 1.084
15 H -12.412 -19.408 20.850  C76 1.091
16 C -6.727 -16.212 21.665  C3 1.550, H45 1.084, H49 1.086, C55 1.571
17 C -13.415 -24.237 23.379  H38 1.092, H52 1.091, H69 1.089, C79 1.512
18 H -3.337 -15.802 19.712  C20 1.090
19 H -10.702 -17.962 21.832  C77 1.087
20 C -3.879 -16.604 19.211  H18 1.090, H46 1.092, N56 1.502, C72 1.508
21 H -1.856 -19.153 22.707  C30 1.093
22 H 2.551 -18.645 21.367  C10 1.089
23 H -5.170 -16.757 17.435  C72 1.092
24 N -11.666 -21.122 21.876  C13 1.513, C34 1.569, C70 1.479, C76 1.513
25 H -9.129 -19.482 23.364  C44 1.085
26 H 1.887 -17.525 25.156  C28 1.090
27 H 3.633 -19.253 24.103  C80 1.089
28 C 1.795 -18.333 24.430  H26 1.090, H29 1.091, N60 1.493, C80 1.527
29 H 1.574 -19.222 25.024  C28 1.091
30 C -1.920 -18.382 23.479  H21 1.093, H40 1.093, C63 1.506, C65 1.531
31 H -6.160 -18.027 22.666  C55 1.092
32 C 0.648 -16.846 22.847  H7 1.085, H47 1.082, H59 1.089, N60 1.495
33 H -5.422 -14.917 20.546  C3 1.088
34 C -10.336 -21.156 22.708  H6 1.092, N24 1.569, H43 1.082, C44 1.496
35 H -2.988 -19.323 25.141  C65 1.097
36 H -3.677 -17.862 24.791  C65 1.092
37 H -5.255 -19.057 20.270  C78 1.090
38 H -13.020 -25.221 23.641  C17 1.092
39 H 2.691 -20.248 22.052  C10 1.088
40 H -2.031 -17.409 22.994  C30 1.093
41 H -2.467 -15.283 17.239  C74 1.089
42 H -3.895 -19.248 23.652  C65 1.087
43 H -9.837 -22.044 22.343  C34 1.082
44 C -9.745 -19.794 22.526  H25 1.085, C34 1.496, H50 1.092, C77 1.542
45 H -7.652 -16.721 21.419  C16 1.084
46 H -3.246 -17.491 19.138  C20 1.092
47 H 0.128 -16.925 21.902  C32 1.082
48 H -6.555 -15.786 19.457  C3 1.086
49 H -6.888 -15.253 22.150  C16 1.086
50 H -9.152 -19.865 21.612  C44 1.092
51 H -3.962 -18.134 21.633  C11 1.087
52 H -13.735 -23.820 24.334  C17 1.091
53 H -11.424 -23.440 23.266  C79 1.091
54 H -3.594 -15.632 15.921  C74 1.088
55 C -5.680 -17.066 22.467  C11 1.523, H14 1.084, C16 1.571, H31 1.092
56 N -4.974 -16.969 20.173  C3 1.512, C11 1.495, C20 1.502, C78 1.494
57 H -5.607 -18.420 18.702  C78 1.085
58 H -11.188 -18.513 23.431  C77 1.089
59 H 0.172 -16.112 23.496  C32 1.089
60 N 0.602 -18.166 23.548  C28 1.493, C32 1.495, C63 1.490, C67 1.532
61 Cl -6.559 -20.342 23.900  no bonds
62 H 0.214 -19.108 21.682  C67 1.086
63 C -0.662 -18.376 24.308  C30 1.506, N60 1.490, H64 1.095, H81 1.090
64 H -0.683 -17.571 25.049  C63 1.095
65 C -3.195 -18.691 24.268  C30 1.531, H35 1.097, H36 1.092, H42 1.087
66 H -13.172 -21.484 23.315  C13 1.088
67 C 0.877 -19.273 22.526  H5 1.092, C10 1.532, N60 1.532, H62 1.086
68 H -3.724 -16.413 21.838  C11 1.090
69 H -14.276 -24.417 22.735  C17 1.089
70 C -11.346 -21.526 20.490  H1 1.091, N24 1.479, H73 1.087, H82 1.086
71 H -13.530 -21.957 21.664  C13 1.094
72 C -4.360 -16.157 17.854  H12 1.097, C20 1.508, H23 1.092, C74 1.517
73 H -10.718 -20.785 20.000  C70 1.087
74 C -3.213 -15.988 16.876  H2 1.093, H41 1.089, H54 1.088, C72 1.517
75 H -12.154 -23.893 21.707  C79 1.091
76 C -12.093 -19.670 21.860  H4 1.090, H15 1.091, N24 1.513, C77 1.516
77 C -10.953 -18.842 22.419  H19 1.087, C44 1.542, H58 1.089, C76 1.516
78 C -5.704 -18.205 19.762  H8 1.082, H37 1.090, N56 1.494, H57 1.085
79 C -12.342 -23.433 22.679  C13 1.519, C17 1.512, H53 1.091, H75 1.091
80 C 2.992 -18.595 23.519  H9 1.087, C10 1.522, H27 1.089, C28 1.527
81 H -0.529 -19.291 24.885  C63 1.090
82 H -10.840 -22.486 20.466  C70 1.086

The charge is +2. Its total energy is -42742.4816 eV. For the energy above the lowest of the compared OMol25 structures with the same formula, charge and spin, the calculation gives 23.4 kcal per mole. Its orbital gap is 6.938 eV.